C3H12O2S2 | the ωB97M-V functional and the def2-TZVPD basis

```
19
Properties=species:S:1:pos:R:3:mulliken_charge:R:1
C -0.69101 0.05466 2.27501 -0.598
C 0.48990 0.55345 3.10437 -1.288
C -0.44754 0.23537 0.78123 -0.631
S -2.01307 0.07648 -0.11522 0.264
S -1.56719 0.60427 -2.00243 0.118
H -0.99646 -0.96574 2.51620 0.405
H -1.57306 0.63838 2.56041 0.390
H 1.34553 -0.10968 3.04243 0.350
H 0.20911 0.55706 4.16138 0.342
H 0.76775 1.56842 2.83283 0.364
H -0.06476 1.22881 0.56959 0.553
H 0.27410 -0.48362 0.36655 0.442
H -0.25864 0.75251 -1.74448 0.248
H 0.68840 -2.41753 -3.27017 0.306
H 1.26547 -1.37638 -2.35850 0.323
O 0.49965 -1.54330 -2.91476 -0.591
H 6.13357 -0.62674 0.35664 0.324
H 5.61390 0.44620 1.28200 0.324
O 5.55936 -0.50203 1.11565 -0.647
```

The spin multiplicity is 2. The total charge is +1. The gap between HOMO and LUMO (spin up / spin down) comes out at 0.3513 / 0.2327 Ha.

C5H14NO | the ωB97M-V functional and the def2-TZVPD basis

```
21
Properties=species:S:1:pos:R:3:mulliken_charge:R:1
C 1.29000 -0.57895 1.78420 -1.201
C 1.87783 0.21487 0.62493 -0.467
C 0.84807 0.98065 -0.18693 -0.441
C -0.36118 0.24424 -0.72577 -0.746
C 0.80207 -1.88249 -1.39380 -0.798
N -0.04438 -0.82969 -1.65746 -0.074
H 2.02877 -1.22186 2.25544 0.319
H 0.82110 0.06934 2.53087 0.339
H 0.49792 -1.25222 1.43494 0.257
H 2.56359 0.94611 1.05900 0.371
H 2.53854 -0.41465 0.01791 0.374
H 0.46661 1.77432 0.45340 0.297
H 1.35143 1.40708 -1.05183 0.274
H -1.12569 -0.07958 -0.00422 0.294
H -0.87864 0.99167 -1.33909 0.356
H 1.37620 -2.31997 -2.19445 0.309
H 0.78122 -2.35167 -0.42873 0.330
H -0.45229 -0.77208 -2.57037 0.203
H -4.69238 2.41430 0.13798 0.315
H -5.16818 1.17641 0.94592 0.315
O -4.52060 1.48419 0.30808 -0.625
```

The spin multiplicity is 2. The total charge is 0. The gap between HOMO and LUMO (spin up / spin down) comes out at 0.2536 / 0.3734 Ha.

C50H85N3O28P | the ωB97M-V functional and the def2-TZVPD basis

```
167
Properties=species:S:1:pos:R:3:mulliken_charge:R:1
C 0.77643 4.82640 1.30656 -0.850
O -0.50654 4.26833 0.93553 -0.156
C -1.37593 4.11984 2.10256 -0.445
C -2.88217 4.10804 1.56029 -0.655
C -3.57597 2.66232 1.52374 -0.929
C -2.55429 1.47183 1.06862 0.497
C -3.37533 0.38798 0.21914 -1.775
C -2.47614 -0.65080 -0.60948 0.646
C -1.64800 -1.79806 0.16561 1.414
C -1.28529 -1.59772 1.72417 -1.169
C -0.00383 -0.66569 2.00167 -0.811
C 1.34824 -1.52343 2.26037 -0.285
O 1.32767 -2.77999 2.05502 -0.367
N 2.52297 -0.81837 2.76564 0.317
C 3.71833 -0.99608 1.91957 0.197
C 5.08076 -0.45648 2.48939 -0.540
C 6.39706 -0.57407 1.68884 -0.463
C 6.46778 -1.27575 0.28361 -0.564
C 5.10658 -1.81453 -0.29105 -0.661
C 3.76826 -1.64643 0.51995 -0.040
C -2.45766 -3.17519 0.12188 0.461
C -2.28413 -4.29902 -0.92736 -0.604
C -3.18593 -5.58343 -0.87117 -0.919
C -4.29701 -5.80336 0.20573 -0.431
C -4.45697 -4.67757 1.27602 -0.750
C -3.56141 -3.40330 1.22137 -0.188
N -0.31729 -1.69631 -0.50607 0.275
C -0.22919 -0.85115 -1.54521 -1.188
C 1.19184 -0.68004 -2.26548 -0.799
N 1.10326 -0.57007 -3.74882 -0.288
C -1.64880 -0.11721 -1.91101 1.646
O -1.23969 1.25394 -1.95644 -0.312
C -2.28642 2.13033 -2.44999 0.111
C -1.53280 3.42704 -3.08175 -0.024
C -2.52175 4.37656 -3.91812 -1.088
O -0.46858 3.01464 -3.98571 -0.338
P -2.12857 -1.01399 -3.50730 0.771
O -1.69396 -0.11724 -4.69241 -0.688
O -1.39403 -2.53391 -3.68964 -0.513
O -3.83138 -1.18008 -3.65199 -0.352
H 1.14892 4.36998 2.28676 0.305
H 1.55877 4.57118 0.49506 0.209
H 0.76645 5.97560 1.42602 0.290
H -1.05845 3.17176 2.66452 0.201
H -1.14490 5.00531 2.81276 0.495
H -3.52742 4.79837 2.22365 0.384
H -2.89867 4.60691 0.51599 0.220
H -4.50566 2.72234 0.85731 0.319
H -3.97127 2.41098 2.58310 0.342
H -1.65880 1.91935 0.50326 0.114
H -2.16427 1.03373 2.06568 0.331
H -4.13390 0.83628 -0.51058 0.427
H -3.99787 -0.23483 0.97154 0.368
H -3.29229 -1.28919 -1.13220 -0.334
H -1.18597 -2.61785 2.25813 0.173
H -2.21431 -1.10776 2.21064 0.662
H -0.21371 -0.13460 3.01140 0.591
H 0.14875 0.17516 1.24080 0.143
H 2.33449 0.16636 2.99715 0.440
H 5.08887 0.05461 3.52070 0.322
H 7.37661 -0.14737 2.10089 0.331
H 7.43938 -1.37555 -0.29861 0.353
H 5.11446 -2.32499 -1.32399 0.314
H 2.82646 -2.05465 0.03125 0.242
H -1.51313 -4.20254 -1.75755 0.234
H -3.06775 -6.39687 -1.66969 0.392
H -4.97452 -6.72403 0.24014 0.409
H -5.26141 -4.75385 2.09231 0.354
H -3.75059 -2.61980 2.04561 0.231
H 0.56352 -2.18852 -0.28574 0.453
H 1.61246 0.33313 -1.88679 0.094
H 1.96286 -1.46514 -1.90994 0.619
H 0.88402 0.40289 -4.03707 -0.078
H 1.99940 -0.84864 -4.17358 0.371
H -2.98583 2.53690 -1.64085 0.111
H -2.91330 1.69741 -3.30191 0.172
H -1.04747 4.04693 -2.25467 0.249
H -2.61225 4.07097 -5.02805 0.299
H -2.14097 5.45281 -3.90575 0.333
H -3.59625 4.41612 -3.48832 0.267
H -0.83732 2.46071 -4.71411 0.271
H -0.55791 -2.47200 -4.20918 0.375
H -3.96026 -1.98154 -4.21701 0.281
C 3.41043 4.99566 -8.77011 -0.615
O 3.89216 4.48676 -7.52688 -0.341
C 2.95278 3.89216 -6.77390 0.719
O 1.78780 3.76501 -7.06207 -0.536
O 3.53726 3.46241 -5.64151 -0.366
C 2.64903 2.80613 -4.74052 -0.361
H 4.25216 5.45210 -9.29197 0.220
H 3.01609 4.18783 -9.39041 0.288
H 2.65004 5.76197 -8.60420 0.294
H 2.22397 1.91098 -5.20219 0.195
H 1.85862 3.48470 -4.41448 0.226
H 3.22515 2.50201 -3.86491 0.307
C -5.55218 -3.71904 -2.07836 -0.096
O -6.14177 -4.78675 -2.81771 -0.265
C -7.36885 -4.51414 -3.29698 0.692
O -7.97235 -3.47978 -3.15089 -0.526
O -7.80345 -5.59451 -3.96617 -0.339
C -9.10447 -5.44700 -4.53455 -0.629
H -4.56898 -4.04844 -1.74133 -0.065
H -5.42331 -2.83700 -2.71057 0.049
H -6.15523 -3.47926 -1.19962 0.386
H -9.11638 -4.63472 -5.26463 0.295
H -9.84892 -5.27591 -3.75392 0.295
H -9.35095 -6.37661 -5.04854 0.229
C 0.77531 -9.38529 0.68032 -0.603
O 0.60630 -8.59377 1.85502 -0.354
C 0.57725 -7.27021 1.62869 0.763
O 0.67931 -6.73156 0.55164 -0.553
O 0.41487 -6.64985 2.80870 -0.389
C 0.36632 -5.22704 2.71719 -0.164
H 0.78403 -10.43296 0.98277 0.228
H -0.05659 -9.23194 -0.01082 0.268
H 1.72738 -9.15759 0.19576 0.287
H -0.48266 -4.90934 2.10576 -0.018
H 1.29946 -4.83621 2.31495 0.258
H 0.23286 -4.83129 3.72517 0.354
C 9.05539 -6.06242 4.38109 -0.619
O 7.63696 -6.14914 4.50726 -0.328
C 7.00490 -4.96547 4.44630 0.742
O 7.52906 -3.88796 4.29944 -0.538
O 5.68629 -5.19060 4.57754 -0.313
C 4.88577 -4.01181 4.53107 -0.500
H 9.45809 -7.07388 4.44460 0.221
H 9.33110 -5.64080 3.41194 0.289
H 9.47925 -5.46999 5.19496 0.290
H 4.99591 -3.50831 3.56743 0.221
H 5.14420 -3.33778 5.35133 0.313
H 3.84294 -4.31052 4.64658 0.226
C -6.01199 1.19558 -4.21442 -0.480
O -6.40532 2.56647 -4.18845 -0.328
C -7.42484 2.83180 -3.35273 0.734
O -7.99904 2.02913 -2.65854 -0.545
O -7.69114 4.14641 -3.42592 -0.323
C -8.76093 4.57476 -2.58404 -0.627
H -5.18491 1.09793 -4.91915 0.281
H -5.66526 0.87575 -3.22888 0.028
H -6.83450 0.56445 -4.55845 0.448
H -8.52333 4.38931 -1.53410 0.285
H -9.69305 4.07853 -2.86275 0.297
H -8.88638 5.64880 -2.72500 0.224
C 3.89485 8.10268 4.40225 -0.636
O 3.75548 7.53213 3.10174 -0.246
C 4.74934 7.84871 2.25068 0.709
O 5.70007 8.54630 2.50179 -0.531
O 4.49764 7.25137 1.07105 -0.251
C 5.47949 7.50314 0.06642 -0.630
H 3.04119 7.78155 5.00038 0.209
H 4.80799 7.74602 4.88382 0.290
H 3.88746 9.19345 4.34747 0.297
H 6.45515 7.12282 0.37695 0.293
H 5.53469 8.57020 -0.15976 0.294
H 5.17474 6.97432 -0.83744 0.204
C 2.63227 0.14252 6.16953 -0.453
O 3.78228 0.97803 6.05370 -0.111
C 4.06998 1.67866 7.16664 0.630
O 3.45164 1.64831 8.20098 -0.533
O 5.16507 2.41606 6.92185 -0.313
C 5.58983 3.21739 8.02437 -0.642
H 2.49611 -0.37243 5.21711 -0.014
H 2.77716 -0.60807 6.94952 0.352
H 1.73952 0.74020 6.36960 0.322
H 5.85302 2.58957 8.87835 0.294
H 4.81568 3.93760 8.29815 0.293
H 6.47856 3.76756 7.71360 0.226
```

The spin multiplicity is 1. The total charge is +1. The gap between HOMO and LUMO comes out at 0.2553 Ha.